Below is a 3-piece molecular cluster, C4H14O4 overall at a distorted geometry, with properties calculated with wB97M-V/def2-TZVPD.

Last column: natural (NBO) charge in e.
Positions of all 22 atoms, in Å:
O: 1.5269 0.7347 1.7222  -0.7596
O: -2.3716 0.1638 2.5524  -0.9318
O: -0.9815 2.9759 -0.3740  -0.9280
O: 0.4768 -1.3309 -2.6306  -0.7382
C: 1.5479 0.3466 0.3120  -0.0645
C: -0.2626 -1.4862 -0.3190  -0.4377
C: 0.1127 -0.0284 -0.0576  -0.4464
C: 0.6196 -2.0975 -1.3889  -0.0779
H: 1.6792 -2.0078 -1.1369  0.1668
H: 1.5939 1.6921 1.8503  0.4694
H: -1.7764 0.1062 1.7915  0.4691
H: -1.2977 -1.3081 -0.6534  0.2126
H: -0.3784 -2.2971 0.4308  0.2097
H: -2.8535 -0.6634 2.4822  0.4623
H: 0.1111 0.2828 -1.1433  0.2331
H: -1.5459 3.5186 0.1900  0.4663
H: 0.5737 -3.1811 -1.5482  0.1785
H: 0.3717 -2.0177 -3.2903  0.4703
H: 1.9157 1.2830 -0.0939  0.1785
H: 2.2986 -0.4460 0.2014  0.1746
H: -1.5987 2.9764 -1.1250  0.4658
H: -0.5697 0.6461 0.4551  0.2272

Values from the calculation:
* SMILES string: OCCCCO.O.O
* orbital gap: 10.33 eV
* LUMO energy: 0.6333 eV
* HOMO level: -9.7 eV
* spin multiplicity: 1

=====

Below is an isolated ion of composition CH3O2 and charge +1 at a distorted geometry, with properties calculated with wB97M-V/def2-TZVPD.

Last column: natural (NBO) charge in e.
Positions of all 6 atoms, in Å:
O: 1.8582 0.3410 0.0784  0.2849
O: 0.9356 -0.3588 -0.2374  0.1763
C: -0.4838 -0.0169 -0.0531  -0.3048
H: -0.6532 -0.2057 1.0545  0.2912
H: -1.0477 -0.7735 -0.6330  0.2874
H: -0.6092 1.0141 -0.2094  0.2649

Values from the calculation:
* orbital gap (spin up / spin down): 9.46 / 9.51 eV
* LUMO energy (spin up / spin down): -10.1916 / -10.2205 eV
* HOMO level (spin up / spin down): -19.6 / -19.7 eV
* charge: +1
* spin multiplicity: 1

=====

Relative energy (zero: lowest compared OMol25 entry of this formula, charge and spin)
In order: 1.741; 5.842
Unit: eV